# 1
132
Properties=species:S:1:pos:R:3:forces:R:3 method="wB97M-V/def2-TZVPD" e_tot_ha=-2424.512428 homo_ev=-9.3 spin_multiplicity=1 molar_mass_g_mol=721.03 orbital_gap_ev=9.63 smiles=COC[C@H](C)N.COC[C@H](C)N.COC[C@H](C)N.COC[C@H](C)N.COC[C@H](C)N.COC[C@H](C)N.OCCO.OCCO.OCCO de_lowest_kj_mol=1101.1
C -6.77777 3.80084 -0.06431 0.0477 0.0528 0.1543
O -5.92881 4.21143 -1.12815 -0.4726 0.6006 0.4938
C -5.84428 5.63367 -1.29707 -0.7856 0.1883 -0.3369
C -7.20323 6.36225 -1.68850 1.8824 0.5313 0.8495
C -7.91168 5.73970 -2.81053 -0.4253 -1.4261 -1.0743
N -6.92135 7.77644 -2.08849 -0.4774 -0.3799 0.1743
H -6.44188 4.12675 0.92010 0.4091 0.3421 0.0806
H -6.79600 2.71263 -0.00462 0.0227 0.0338 -0.4114
H -7.79575 4.17864 -0.15958 -0.1411 -0.0842 -0.2700
H -5.45097 6.15639 -0.42520 -0.0718 -0.2483 0.5978
H -5.05112 5.75841 -2.03425 -0.4162 0.1475 -0.4597
H -7.90259 6.33354 -0.85293 0.2722 -0.0058 0.5615
H -7.32069 5.79084 -3.72498 -0.2204 0.3130 -0.1486
H -8.91553 6.15021 -2.91946 0.1039 0.2707 -0.3377
H -8.06516 4.67454 -2.63740 0.0239 -0.1356 0.1873
H -7.83853 8.19920 -2.07577 -0.3035 0.2660 -0.5438
H -6.45489 8.36126 -1.40988 0.5613 -0.4606 0.5057
C 1.51007 1.91768 -6.10654 -0.7662 1.1113 0.0494
O 2.73112 1.49569 -5.57152 0.4281 -0.9115 -1.2120
C 3.76691 1.36529 -6.60666 -0.7776 -1.2824 1.5326
C 4.81038 0.27049 -6.15549 0.9298 3.1235 0.4230
C 5.69760 0.79606 -4.99022 -0.0508 -0.7149 0.2291
N 5.74086 0.07669 -7.25389 0.1716 -0.8460 -0.5165
H 0.80682 2.21893 -5.33015 0.2832 -0.2846 0.5255
H 0.94385 1.22594 -6.73023 0.4655 -0.5616 -0.1670
H 1.61926 2.84228 -6.67338 0.2640 0.1441 -0.3978
H 3.46132 0.94999 -7.56700 -1.0706 0.1092 -0.0356
H 4.06309 2.39642 -6.79939 1.0029 -0.1223 0.0544
H 4.30365 -0.65550 -5.88372 -0.0550 0.1324 -0.1438
H 5.17518 1.02114 -4.06042 -0.2987 0.0472 -0.1718
H 6.29532 1.66611 -5.26194 -0.3431 0.2307 -0.3354
H 6.45586 0.04963 -4.75361 -0.1066 -0.2564 0.0125
H 5.35143 -0.45647 -8.01821 -0.1582 -0.1477 -0.0154
H 6.04591 0.95031 -7.65866 0.0689 0.2143 0.2020
C 0.18181 1.02722 5.44948 0.1971 0.0770 -0.5676
O 1.51258 1.38549 5.78742 -1.2725 0.5892 0.6309
C 2.44399 0.44905 5.39604 0.5456 -0.7325 -1.0860
C 3.81438 0.92657 5.76246 -0.9723 1.8596 1.0757
C 4.94694 0.12419 5.30396 0.6916 -0.8003 -0.4834
N 3.97780 1.27795 7.17032 -0.3997 -0.4160 0.6126
H -0.50254 1.81282 5.76981 0.1777 -0.1701 0.3605
H -0.09460 0.03712 5.81198 -0.0330 0.0233 0.5393
H 0.05436 0.94711 4.36992 0.2148 0.1182 -0.3705
H 2.21100 -0.55454 5.75188 -0.0598 -0.2699 0.3889
H 2.47094 0.39090 4.30793 -0.2755 -0.2297 -0.4813
H 3.89415 1.90802 5.29502 -0.0862 0.0964 -0.4794
H 5.76236 0.84737 5.28995 0.4917 -0.6918 -0.2624
H 4.72831 -0.32425 4.33483 0.3319 0.2811 -0.2974
H 5.16763 -0.72300 5.95331 0.1130 0.1115 0.2681
H 3.12764 1.74193 7.45678 -0.1423 0.7015 -0.0775
H 3.88165 0.43537 7.71887 0.4719 -0.5750 0.2032
C -8.88736 8.72327 6.52137 1.0349 -0.3905 -0.2109
O -8.07358 8.59760 5.31718 -0.1346 -0.4190 0.6829
C -7.16470 7.45895 5.35520 0.3691 0.5563 0.5407
C -6.12022 7.52055 4.17355 0.0477 0.1971 0.4941
C -4.83759 6.62398 4.30241 -2.2674 -0.6142 0.0141
N -5.62749 8.87138 3.96593 0.0597 0.7363 0.0178
H -9.68594 9.45718 6.41295 -0.1846 -0.4981 -0.7537
H -8.37242 9.11250 7.39968 0.9337 0.1149 -0.1393
H -9.19558 7.73289 6.85639 -0.6598 -0.0195 -0.3099
H -6.65138 7.47765 6.31658 0.5375 0.3578 0.1849
H -7.71443 6.52217 5.44644 -0.3406 -0.1827 -0.6936
H -6.64379 7.21385 3.26805 -0.0602 0.0277 -0.1073
H -5.17709 5.59161 4.38638 -0.0409 -0.2327 0.4905
H -4.27109 6.87404 5.19943 0.3372 0.1151 -0.3814
H -4.32383 6.57636 3.34227 0.4318 0.7705 0.3248
H -6.35381 9.57076 4.02441 -0.6166 -0.1822 -0.3822
H -5.05818 9.16502 4.74680 0.5492 -0.3477 0.2063
C -0.41475 1.56089 -0.61395 0.9582 0.0660 -1.9963
O 0.21267 0.37051 -0.27354 1.6723 -2.4562 -0.1695
C 1.09479 -0.23750 -1.32195 -0.9087 0.3789 0.3528
C 1.57995 -1.63506 -0.90837 1.0119 0.6574 0.0624
C 2.36326 -2.44753 -1.93371 0.8044 0.8951 -0.0889
N 0.56768 -2.46665 -0.37626 -1.4748 -0.1136 0.9741
H -1.07116 1.40631 -1.47031 -1.1201 -0.1946 0.3603
H 0.32900 2.14456 -1.15641 0.3015 1.0639 0.6967
H -0.85971 2.03898 0.25871 0.0819 -0.1038 -0.2721
H 0.54117 -0.30795 -2.25824 -0.2703 0.1781 -0.1788
H 1.99560 0.35445 -1.48384 -0.1493 0.5161 0.0290
H 2.22673 -1.41437 -0.05920 0.4426 -0.1421 0.0675
H 2.92526 -3.21324 -1.39897 -0.4300 -0.3183 -0.0750
H 3.15320 -1.86912 -2.41281 -0.0746 0.3157 -0.1709
H 1.74398 -2.86394 -2.72819 -0.1323 -0.1228 0.1790
H -0.15606 -2.62006 -1.06385 -0.1207 -0.4090 -0.5017
H 0.10775 -1.80756 0.23544 -0.5780 -0.2920 0.8090
C -3.75320 -2.20216 -2.05032 0.4655 -0.9062 0.8726
O -3.42300 -3.61405 -2.08951 -0.0663 1.0189 -0.8440
C -3.65224 -4.17229 -3.39306 0.0031 -0.5225 1.0465
C -3.28364 -5.66588 -3.35314 2.0859 -0.0655 0.4582
C -1.75892 -5.90464 -3.13123 -0.4179 1.4686 0.2527
N -3.57251 -6.33361 -4.61329 -0.7860 0.3777 0.1145
H -3.26765 -1.56790 -2.79197 0.0845 -0.4056 -0.5319
H -3.35263 -1.85449 -1.09807 -0.2675 -0.0159 0.1282
H -4.83167 -2.04638 -2.07724 -0.0853 -0.0289 -0.0858
H -4.72140 -4.11160 -3.59636 -0.2561 0.1775 -0.3267
H -3.09290 -3.59002 -4.12532 0.0971 -0.2140 -0.3048
H -3.78670 -6.11720 -2.49796 -0.4232 0.0868 0.1138
H -1.43106 -5.53146 -2.16101 -0.1666 -0.3023 0.2529
H -1.24567 -5.23865 -3.82487 0.2047 -0.3311 -0.3957
H -1.43668 -6.93666 -3.26982 -0.1987 0.0565 -0.0326
H -4.56270 -6.20758 -4.76737 -0.3451 -0.1028 -0.4606
H -3.46524 -7.32147 -4.43241 0.1216 -0.2525 -0.2398
O 0.89911 -3.88313 3.97271 0.5698 -0.1130 -0.3209
C 1.61725 -5.08305 4.20887 -0.4097 -0.1166 2.4119
C 2.79816 -5.42710 3.36161 -1.6955 0.2726 -0.8868
O 2.32042 -5.80677 2.04888 0.7038 -0.2954 0.3874
H 0.69691 -3.83854 3.03531 -0.2428 0.0288 -0.1558
H 1.97775 -5.04266 5.23674 0.4700 0.8469 0.2421
H 0.93281 -5.90557 4.41646 -0.3178 -0.4639 -1.1867
H 3.24703 -6.28036 3.87010 0.4316 0.0182 -0.5469
H 3.43367 -4.54542 3.27884 0.4429 -0.2173 0.1389
H 2.01721 -5.00821 1.61075 0.0303 0.0941 -0.2088
O 5.78738 -11.17688 -2.25721 1.0000 -0.2073 0.7976
C 4.58514 -10.55489 -2.48529 -1.2002 2.2236 -0.8807
C 4.42677 -9.15802 -1.79835 -1.3975 -0.9081 0.9561
O 4.05964 -9.49173 -0.45450 0.9273 -0.6403 1.2611
H 5.74600 -11.29678 -1.30563 0.7281 -0.3750 0.3195
H 4.51198 -10.37944 -3.55859 -0.2471 -0.2880 -0.0984
H 3.78350 -11.18570 -2.10117 -0.4289 0.1578 -0.2974
H 3.50208 -8.62261 -2.01376 0.3202 0.1571 -1.8246
H 5.29675 -8.50283 -1.84273 0.1892 -0.1992 -0.1770
H 3.79895 -8.70927 0.03684 0.0898 0.1124 -0.0315
O 7.85490 -3.08354 0.07647 -0.9647 -0.5588 0.1714
C 8.00819 -1.70580 0.35547 0.7855 -0.3865 -0.8577
C 9.32652 -1.32707 -0.33125 -0.6693 1.9096 1.0116
O 10.37717 -1.42439 0.62349 0.2794 -0.7260 -0.2665
H 8.63541 -3.49712 0.45243 0.0208 -0.2570 0.0726
H 7.18791 -1.11756 -0.05588 -0.1444 -0.4056 -0.2837
H 7.97428 -1.55983 1.43512 0.5133 0.3827 0.0648
H 9.26645 -0.27813 -0.62143 0.0180 0.2340 -0.2878
H 9.48136 -1.91483 -1.23603 -0.0711 -0.2376 0.1872
H 11.16887 -1.66635 0.13741 0.2184 0.0480 0.1868



# 2
132
Properties=species:S:1:pos:R:3:forces:R:3 method="wB97M-V/def2-TZVPD" e_tot_ha=-2424.484077 homo_ev="-11.2 / -11.2" spin_multiplicity=2 molar_mass_g_mol=721.03 orbital_gap_ev="8.51 / 2.37" total_charge=+1 de_lowest_kj_mol=0.0
C 4.05675 1.99408 -2.22507 0.6893 -3.0370 4.8362
O 3.89235 2.66093 -3.22063 -0.7125 2.8229 -4.3717
N 3.25741 1.97575 -1.20330 -2.6423 1.2236 0.6549
N 5.10613 1.23743 -2.04032 2.1603 -0.7403 -1.7832
H 2.38307 2.48029 -1.23605 -0.0858 -0.0219 0.3382
H 3.44223 1.36717 -0.41871 -0.0510 -0.1511 -0.0602
H 5.77704 1.14957 -2.79016 0.1489 -0.1822 0.2524
H 5.26870 0.86173 -1.11700 0.1885 0.0562 0.2484
C 1.33916 3.82343 3.16238 0.4230 0.1331 0.2452
O 0.94635 2.71027 2.95755 -0.6165 -3.7608 -0.2784
N 2.33172 4.16921 3.92758 3.1477 -1.2665 2.8146
N 0.84887 4.86432 2.62981 -3.0903 4.6518 -2.7662
H 2.75775 3.37642 4.38592 0.3644 0.6474 0.4311
H 2.58273 5.13186 4.10195 0.2179 -0.5976 0.1931
H 0.02223 4.81726 2.05140 0.1161 0.1099 0.1537
H 1.10718 5.73536 3.07100 -0.5834 0.1411 -0.7185
C -1.54647 1.15661 5.51622 -1.0131 -1.7735 4.0647
O -1.97545 0.71769 6.58904 0.3404 0.9226 -0.5656
N -1.75826 0.64496 4.37081 -2.0369 -3.2589 -5.4648
N -0.72921 2.14555 5.30528 3.1566 4.6294 2.7084
H -2.48256 -0.04353 4.22426 0.2274 0.1720 -0.0769
H -1.39411 1.21788 3.62297 -0.7282 -0.8217 -0.5058
H -0.15452 2.27982 4.48564 -0.1547 -0.2719 0.1563
H -0.37232 2.51247 6.17597 0.2084 0.3283 -0.2377
C 1.87358 -4.83522 5.28020 -0.1772 1.5304 -0.0777
C 1.05416 -3.57297 5.68087 -1.4179 -0.9119 -1.1079
C 1.00981 -2.41367 4.67608 0.2866 0.2730 0.6004
O -0.31162 -4.02238 5.80481 0.1285 0.6149 0.4483
H 1.33213 -5.55032 4.66087 -0.3370 0.2793 -0.0446
H 2.13128 -5.33067 6.21626 0.6398 -0.0816 -0.2897
H 2.68138 -4.44000 4.66427 0.6486 -0.6163 0.4519
H 1.45738 -3.17000 6.60992 -0.1438 -0.1056 0.2966
H 2.03096 -2.04536 4.57756 0.2903 -0.3046 -0.8493
H 0.53485 -1.50250 5.03980 -0.4926 -0.2825 0.6839
H 0.44615 -2.63159 3.76894 0.5957 -0.3753 -0.2621
H -0.30056 -4.93020 6.11682 -0.0614 -0.0080 0.1358
C -0.62016 1.92228 -3.37416 -0.2675 0.4647 -0.3887
C -0.28215 3.40358 -3.03940 -1.2368 -1.2173 -0.4883
C -1.22188 4.38067 -3.75232 1.0265 -0.0315 -0.7662
O -0.43658 3.52861 -1.67024 -0.0034 1.1670 1.3090
H 0.13063 1.21814 -3.01554 0.4403 0.0665 -0.2801
H -0.82608 1.79799 -4.43729 0.3336 -0.2326 -0.0567
H -1.51960 1.59562 -2.85224 -0.2599 0.4426 0.0285
H 0.74698 3.60686 -3.33548 0.4279 0.1807 -0.2158
H -0.90355 4.37458 -4.79479 -0.4169 -0.4747 -0.3662
H -1.03546 5.43639 -3.55534 -0.1533 -0.0854 0.8917
H -2.27736 4.11946 -3.67592 0.1194 0.0198 0.1300
H 0.08592 2.88848 -1.18154 -0.0857 -0.2816 0.3253
C -5.16589 -0.40534 -2.30837 -0.7928 -0.6908 -0.0025
C -5.75789 0.04031 -3.63437 0.1094 -2.4422 -0.8525
C -7.24589 -0.14777 -3.85072 -0.8624 -0.3653 0.2186
O -5.44263 1.33383 -3.76659 0.6698 3.4480 -0.2572
H -5.67841 0.15977 -1.52987 -0.0305 -0.1383 0.2996
H -4.10620 -0.15444 -2.26153 0.0323 -0.1115 -0.1529
H -5.32669 -1.47361 -2.16327 0.1242 -0.0628 0.2966
H -5.22569 -0.45208 -4.44826 -0.0073 -0.4902 -0.1365
H -7.66269 0.34742 -4.72774 0.7724 -0.0353 -0.4959
H -7.84611 0.34845 -3.08809 0.1625 -0.3056 0.6642
H -7.52520 -1.19798 -3.93524 -0.0873 -0.0577 0.2605
H -5.80012 1.68230 -2.94660 -0.1421 1.2329 0.1479
C 3.97904 0.34165 3.17125 -0.7074 -0.3873 0.2947
C 4.22966 1.27507 1.99394 0.4449 2.2652 1.2073
C 5.07344 2.58775 2.34594 -1.1358 -0.9639 -0.2647
O 4.86994 0.65381 0.89526 0.2104 -0.6738 -0.5189
H 3.13772 -0.32865 2.99529 0.2290 -0.3348 -0.6276
H 3.58360 0.80570 4.07479 0.4121 0.7917 -0.0485
H 4.82771 -0.26247 3.49205 0.2306 0.1041 -0.2572
H 3.27703 1.62751 1.59848 -0.2308 -0.0623 0.1443
H 4.55266 3.23005 3.05610 0.0905 -0.3254 0.2192
H 5.14692 3.20875 1.45317 0.2379 -0.1926 -0.1872
H 6.06548 2.33490 2.72015 0.0014 -0.0013 0.0149
H 5.74306 0.40592 1.20800 0.2780 -0.2677 -0.0636
C -2.00203 -1.74328 -3.85745 -0.2975 -0.3688 -0.6483
C -2.31034 -2.94032 -2.98962 -0.7938 -1.3723 0.2917
C -3.13525 -4.10893 -3.65961 1.3592 1.6284 -0.8249
O -1.07502 -3.56872 -2.53144 -0.2277 0.6176 0.0629
H -1.65919 -0.90302 -3.25370 0.3833 -0.1107 -0.1075
H -2.88868 -1.39227 -4.38542 -0.2992 -0.0870 0.2003
H -1.31333 -2.02124 -4.65528 0.3503 0.2176 0.2144
H -2.81374 -2.55292 -2.10384 -0.2625 -0.1780 0.1435
H -3.23250 -5.00097 -3.04081 -0.3692 0.3690 0.1144
H -2.51540 -4.38227 -4.51352 0.2644 -0.3642 -0.0214
H -4.02123 -3.74126 -4.17726 -0.4827 -0.1425 0.6875
H -1.22600 -3.83304 -1.62098 0.1246 -0.1970 -0.0037
C 0.75261 -0.54259 1.10262 -0.0966 1.0325 -0.5491
C 0.08490 0.51405 0.11734 0.3626 -1.6135 1.2312
C -1.41029 0.40421 0.03178 -1.6450 0.3214 -0.1621
O 0.55129 1.82551 0.44135 0.2251 -0.4318 -1.5153
H 1.82273 -0.55396 0.89568 0.1073 -0.2158 -0.3015
H 0.35944 -1.55577 1.01899 -0.0643 0.1196 -0.2330
H 0.72415 -0.26636 2.15665 -0.5655 0.2720 0.1117
H 0.43575 0.20196 -0.86633 0.3734 0.5893 -0.1438
H -1.98233 0.55910 0.94659 0.3857 -0.3259 0.4833
H -1.76004 -0.51471 -0.43871 0.4097 -0.5398 0.3738
H -1.92151 1.11055 -0.62232 0.7006 0.6487 -0.2706
H 0.58315 1.95420 1.39215 -0.0545 0.2080 0.6719
C 4.74985 -4.06676 2.88809 -0.4534 -1.2372 0.0180
C 3.73704 -4.37191 1.77307 0.5612 2.2720 -1.4613
C 3.23097 -3.00873 1.27537 -1.2025 0.2971 -0.0685
O 4.37233 -4.96918 0.62451 0.0186 -0.6397 0.5841
H 5.66898 -3.69369 2.43629 0.0849 -0.2795 0.0681
H 4.86700 -5.01669 3.40963 0.8022 0.1118 0.1520
H 4.43112 -3.34444 3.63960 -0.3709 0.0790 -0.1967
H 2.92735 -5.05406 2.03226 0.0830 0.1927 0.3405
H 2.46475 -3.04737 0.50108 -0.2150 -0.5297 0.0313
H 3.99129 -2.39756 0.78907 0.6908 -0.1636 0.2343
H 2.81031 -2.37262 2.05415 0.0185 -0.2058 0.2645
H 4.62035 -4.27280 0.01202 0.0440 0.0198 0.0602
C 1.84832 -1.92547 -2.10641 0.4179 0.2289 -0.3897
C 2.18386 -2.62351 -3.41834 -0.6507 -1.7668 -0.3547
C 2.79954 -4.02851 -3.23894 0.2282 0.0399 0.7064
O 1.00846 -2.87508 -4.23501 1.3607 1.3247 -0.0455
H 2.78613 -1.85478 -1.55540 -0.0674 -0.2077 0.4848
H 1.04955 -2.41119 -1.54592 0.2263 -0.1406 0.0817
H 1.55224 -0.89048 -2.27738 -0.2426 0.0444 -0.2745
H 2.91271 -1.99858 -3.93443 -0.3476 0.0978 -0.5566
H 3.72445 -4.07976 -2.66448 0.2178 0.4011 0.1301
H 3.01567 -4.54124 -4.17622 -0.2695 0.3327 -0.1505
H 2.10500 -4.64950 -2.67316 -0.2123 -0.0690 -0.0703
H 0.36337 -3.27709 -3.64863 -0.3632 -0.1875 0.3132
C -4.33335 3.03570 -1.02060 -0.5714 0.4713 0.1723
C -5.73940 3.73612 -1.17577 1.7992 -0.5773 0.1732
C -5.79286 4.74166 -2.30378 -0.1149 -0.3788 -0.6631
O -6.71001 2.71766 -1.40744 0.2834 -0.3563 -0.0341
H -3.51393 3.74001 -0.87710 -0.2366 0.4519 0.0693
H -4.00531 2.45085 -1.87993 -0.4961 -0.0925 -0.1983
H -4.31976 2.39912 -0.13591 -0.1946 -0.1526 -0.0344
H -5.97641 4.19923 -0.21794 0.0666 0.2400 0.0755
H -6.85182 4.89644 -2.51056 -0.0317 0.7721 0.0952
H -5.43539 4.31378 -3.24039 0.2264 -0.3443 0.0302
H -5.21966 5.65922 -2.17108 -0.3194 0.0520 0.3802
H -7.55916 3.15787 -1.48966 -0.2248 -0.0955 -0.0515